No. 1
A single C10H16N2O5 molecule at a distorted geometry. Source: the Open Molecules 2025 dataset; level of theory: the ωB97M-V functional and the def2-TZVPD basis.

The HOMO-LUMO gap is 9.9 eV. The structure (SMILES) is N[C@@H](CCC(=O)O)C(=O)N1CCC[C@H]1C(=O)O. For the electronic energy, the calculation gives -876.3744 hartree. The LUMO energy is 0.612 eV.

```
33
C10H16N2O5 (the ωB97M-V functional and the def2-TZVPD basis)
O -1.362 -0.340 -0.362
O -0.331 2.673 0.335
O -2.583 2.750 0.368
O 2.328 0.842 0.178
O 1.115 1.488 -1.581
N 0.520 -1.660 -0.342
N 0.688 -1.632 2.350
C -0.399 -0.859 1.797
C 1.396 -0.887 -1.265
C 0.752 -1.093 -2.629
C 1.665 0.549 -0.819
C -1.390 2.289 0.873
C 0.390 -2.547 -2.589
C -0.454 -0.902 0.269
C -0.006 -2.771 -1.133
C -1.559 1.446 2.066
C -0.406 0.549 2.400
H 0.937 2.272 -1.027
H 0.486 -1.940 3.300
H -1.081 -2.861 -1.022
H 2.352 -1.428 -1.399
H 0.527 1.035 2.082
H -1.404 -1.236 2.123
H 0.522 -3.646 -0.747
H -0.358 -2.836 -3.347
H -2.437 3.262 -0.432
H -2.479 0.850 1.940
H 1.310 -3.119 -2.790
H -1.794 2.121 2.907
H 1.424 -0.949 -3.491
H -0.316 0.475 3.489
H 0.693 -2.466 1.780
H -0.118 -0.435 -2.748
```

=====

No. 2
A single C10H16N2O5 molecule at a distorted geometry. Source: the Open Molecules 2025 dataset; level of theory: the ωB97M-V functional and the def2-TZVPD basis.

The HOMO-LUMO gap is 10.5 eV. The structure (SMILES) is O=C(O)CC[C@H](NC(=O)[C@@H]1CCCN1)C(=O)O. For the electronic energy, the calculation gives -876.3736 hartree. The LUMO energy is 0.501 eV.

```
33
C10H16N2O5 (the ωB97M-V functional and the def2-TZVPD basis)
O 0.174 -3.292 1.350
O -4.074 0.407 1.777
O -0.686 1.560 -1.246
O -2.430 -0.430 3.120
O 0.472 -2.851 -0.853
N 2.809 0.881 -1.017
N 0.445 -0.274 -0.365
C 0.362 1.032 -0.802
C 3.981 1.772 -1.280
C -0.414 -1.063 0.442
C -1.857 -1.056 -0.018
C 1.804 2.876 -1.676
C 3.344 2.868 -2.070
C 1.678 1.808 -0.687
C -2.840 -1.539 1.050
C -3.210 -0.404 2.039
C 0.147 -2.559 0.396
H -2.399 -2.368 1.587
H -2.135 -0.023 -0.223
H 3.328 2.602 -3.125
H -2.091 -1.720 -0.856
H 1.218 2.698 -2.544
H 4.360 2.097 -0.310
H 1.423 3.868 -1.331
H -2.733 0.225 3.753
H 3.795 3.888 -2.027
H -0.416 -0.774 1.479
H 4.743 1.153 -1.818
H -3.790 -1.795 0.571
H 1.431 -0.456 -0.147
H 1.806 2.287 0.271
H 0.544 -2.002 -1.234
H 2.528 0.506 -1.932
```

=====

No. 3
A gas-phase ion, C10H16N2OS (charge +2) at a distorted geometry. Source: the Open Molecules 2025 dataset; level of theory: the ωB97M-V functional and the def2-TZVPD basis.

The HOMO-LUMO gap is 9.4 eV. As for the net charge: +2. For the electronic energy, the calculation gives -972.9476 hartree. The LUMO energy is -6.467 eV.

```
30
C10H16N2OS (the ωB97M-V functional and the def2-TZVPD basis)
S 1.643 -1.447 -0.126
O 1.934 1.269 0.008
N -4.889 0.305 0.734
N 3.802 0.037 -0.065
C -0.446 0.257 -1.067
C -0.860 -1.459 0.693
C -2.688 -0.165 -0.290
C 2.512 0.087 -0.033
C -2.268 -1.227 0.561
C -1.855 0.441 -1.216
C -4.159 0.036 -0.549
C 4.555 1.242 0.313
C 4.560 -1.172 -0.319
C -0.009 -0.712 -0.223
H 4.458 1.412 1.404
H 0.217 0.914 -1.684
H -5.880 0.565 0.673
H 5.448 -1.302 0.355
H -2.192 1.298 -1.739
H -4.327 0.802 -1.333
H 4.045 -2.180 -0.305
H 0.966 1.144 0.341
H 4.998 -1.143 -1.277
H -0.629 -2.143 1.536
H 5.510 1.057 -0.024
H -4.674 -0.442 1.381
H -3.042 -1.587 1.211
H 4.047 2.065 -0.381
H -4.675 -0.965 -0.884
H -4.589 1.115 1.229
```

=====

No. 4
A molecular structure, C10H16N4O2PPtS4. Source: the Open Molecules 2025 dataset; level of theory: the ωB97M-V functional and the def2-TZVPD basis.

The HOMO-LUMO gap (alpha / beta) is 6.5 / 7.0 eV. Its spin multiplicity is 2. For the electronic energy, the calculation gives -2813.6908 hartree. The LUMO energy (alpha / beta) is 0.304 / 0.000 eV.

```
38
C10H16N4O2PPtS4 (the ωB97M-V functional and the def2-TZVPD basis)
Pt 0.738 -0.425 -0.965
S 4.852 -2.543 -1.526
S 1.472 0.996 0.650
S -1.019 -3.716 -3.796
S -1.183 0.823 -0.932
P -0.869 1.734 0.893
O -2.148 2.774 0.918
O -1.387 0.632 1.957
N 0.088 -1.936 -2.322
N 4.192 -0.394 -0.058
N -2.236 -1.657 -2.579
N 2.516 -1.524 -1.268
C 2.409 -2.583 -2.162
C -0.871 0.732 3.292
C 1.078 -2.836 -2.700
C -1.082 -2.288 -2.810
C -1.057 -0.607 3.965
C -2.893 4.966 1.515
C 0.677 -3.839 -3.503
C 3.550 -3.252 -2.410
C -1.920 4.165 0.681
C 3.758 -1.370 -0.861
H -2.063 4.367 -0.384
H -1.408 1.522 3.824
H 1.263 -4.636 -3.927
H -2.752 6.033 1.336
H 3.704 -4.104 -3.049
H 5.109 -0.446 0.346
H -2.741 4.768 2.576
H 3.501 0.237 0.351
H -0.886 4.421 0.932
H -2.114 -0.874 4.003
H -0.669 -0.573 4.984
H -3.920 4.704 1.260
H -0.523 -1.378 3.410
H 0.190 0.996 3.249
H -3.085 -1.975 -3.007
H -2.272 -0.915 -1.884
```